Formula: C40H80O10
Source: the Open Molecules 2025 dataset
Level of theory: ωB97M-V/def2-TZVPD

Structure (ORCA input):
```
! RIJCOSX wB97M-V def2-TZVPD def2/J DEFGRID3
* xyz 0 1
C 3.228 -2.523 3.268
C 2.083 -3.350 2.865
C 1.476 -3.884 4.105
O 1.992 -3.013 5.082
C 3.331 -2.858 4.714
H 2.825 -1.437 3.202
H 4.203 -2.743 2.959
H 2.225 -4.025 2.134
H 1.282 -2.522 2.230
H 1.869 -4.976 4.182
H 0.384 -3.864 4.194
H 3.859 -3.692 5.015
H 3.670 -2.032 5.229
C 1.923 -4.135 -4.088
C 1.634 -5.084 -2.900
C 2.080 -4.196 -1.634
O 2.036 -2.919 -2.125
C 2.581 -2.904 -3.495
H 1.071 -3.801 -4.629
H 2.441 -4.566 -4.752
H 2.162 -5.949 -2.927
H 0.682 -5.355 -2.904
H 3.008 -4.528 -1.142
H 1.309 -4.475 -0.805
H 3.790 -3.170 -3.568
H 2.557 -2.051 -4.001
C -1.585 -5.266 -0.269
C -3.107 -4.833 -0.321
C -3.612 -4.897 1.080
O -2.420 -4.651 1.929
C -1.343 -5.371 1.343
H -1.007 -4.403 -0.541
H -1.228 -6.009 -0.954
H -3.819 -5.501 -0.823
H -3.374 -4.002 -0.710
H -3.995 -5.835 1.320
H -4.310 -4.215 1.345
H -1.149 -6.490 1.697
H -0.349 -5.050 1.713
C 1.088 4.001 4.077
C 0.580 2.619 4.403
C 1.695 1.638 4.114
O 2.475 2.287 3.160
C 2.512 3.656 3.613
H 1.077 4.656 4.845
H 0.495 4.441 3.106
H -0.353 2.328 3.782
H 0.372 2.407 5.444
H 1.322 0.769 3.764
H 2.287 1.546 4.955
H 2.686 4.432 2.839
H 3.399 3.897 4.124
C 3.779 0.672 0.860
C 4.369 1.961 0.383
C 5.697 1.471 -0.303
O 5.780 0.110 0.056
C 4.404 -0.330 0.035
H 2.763 0.597 0.825
H 3.999 0.666 2.072
H 4.688 2.586 1.242
H 3.868 2.450 -0.237
H 6.609 1.976 0.160
H 5.599 1.728 -1.321
H 4.477 -1.093 0.625
H 4.095 -0.362 -0.974
C 0.780 1.603 -4.329
C 1.394 1.630 -5.782
C 2.811 1.136 -5.618
O 3.150 1.586 -4.253
C 1.989 1.251 -3.428
H -0.018 0.767 -4.016
H 0.506 2.557 -3.991
H 1.086 2.564 -6.269
H 0.802 0.972 -6.623
H 3.382 1.779 -6.271
H 2.981 0.175 -5.709
H 2.123 1.729 -2.630
H 2.041 0.264 -3.291
C -0.284 5.923 -0.977
C -0.675 5.426 0.476
C -0.154 4.022 0.519
O -0.504 3.543 -0.811
C -0.324 4.622 -1.717
H 0.728 6.250 -0.897
H -0.937 6.767 -1.366
H -1.613 5.299 0.773
H -0.213 6.190 1.192
H -0.814 3.493 1.185
H 0.840 3.813 0.782
H -1.076 4.587 -2.494
H 0.650 4.398 -2.229
C -0.881 -0.196 1.498
C -0.154 0.516 0.397
C 0.247 -0.581 -0.516
O -0.907 -1.406 -0.450
C -1.204 -1.604 0.947
H -1.657 0.449 1.874
H -0.222 -0.347 2.342
H 0.523 1.296 0.625
H -1.012 1.087 -0.086
H 1.282 -0.951 -0.385
H 0.380 -0.222 -1.475
H -0.693 -2.540 1.354
H -2.258 -1.952 0.917
C -5.635 0.447 1.095
C -5.103 1.834 1.327
C -4.835 1.826 2.881
O -5.032 0.490 3.240
C -5.936 -0.189 2.448
H -4.811 -0.095 0.509
H -6.312 0.369 0.385
H -5.759 2.559 1.037
H -4.322 1.985 0.558
H -5.360 2.569 3.485
H -3.801 2.100 2.965
H -6.834 0.318 2.811
H -5.812 -1.236 2.481
C -3.190 2.373 -2.894
C -3.204 0.922 -2.341
C -4.553 0.389 -2.799
O -5.216 1.322 -3.685
C -4.524 2.678 -3.289
H -2.599 2.404 -3.707
H -2.624 3.120 -2.341
H -3.178 0.895 -1.266
H -2.312 0.207 -2.818
H -5.073 0.441 -1.950
H -4.503 -0.572 -3.176
H -5.180 3.172 -2.756
H -4.561 3.248 -4.134
*
```

## Properties
E (hartree): -2323.76694
Kohn-Sham gap (Ha): 0.362
LUMO (eV): 0.519
ΔE to the lowest compared entry with this formula, charge and spin (kJ/mol): 1471.5
Molecular weight (g mol⁻¹): 721.07

Formula: C40H88N8O12
Source: the Open Molecules 2025 dataset
Level of theory: ωB97M-V/def2-TZVPD

Structure (ORCA input):
```
! RIJCOSX wB97M-V def2-TZVPD def2/J DEFGRID3
* xyz 0 1
C 3.022 23.792 -14.201
C 2.001 24.566 -15.004
O 2.064 24.503 -16.219
N 1.042 25.242 -14.364
C -0.044 25.895 -15.054
H 4.004 24.107 -14.558
H 2.896 22.743 -14.446
H 3.018 24.045 -13.139
H 1.011 25.165 -13.363
H -0.566 26.612 -14.421
H -0.806 25.221 -15.448
H 0.396 26.481 -15.861
C 1.451 14.228 -8.408
C 2.174 15.470 -7.945
O 1.538 16.310 -7.327
N 3.421 15.646 -8.393
C 4.183 16.884 -8.191
H 1.040 13.822 -7.483
H 2.105 13.524 -8.912
H 0.687 14.533 -9.116
H 3.637 15.139 -9.252
H 4.265 17.482 -9.095
H 5.170 16.546 -7.862
H 3.728 17.430 -7.368
C 6.521 23.313 -9.607
C 8.021 23.130 -9.448
O 8.582 22.042 -9.555
N 8.680 24.269 -9.142
C 10.120 24.377 -8.871
H 6.156 23.399 -10.626
H 6.229 24.061 -8.869
H 6.022 22.407 -9.246
H 8.234 25.161 -9.038
H 10.264 24.744 -7.854
H 10.440 25.228 -9.484
H 10.664 23.488 -9.155
C 2.853 23.389 -8.423
C 1.605 24.123 -7.997
O 0.938 23.768 -7.025
N 1.205 25.147 -8.790
C 0.063 25.987 -8.515
H 2.720 23.037 -9.451
H 3.131 22.607 -7.730
H 3.683 24.090 -8.570
H 1.932 25.518 -9.386
H -0.371 26.457 -9.392
H 0.346 26.786 -7.821
H -0.667 25.371 -7.995
C 9.316 27.878 -10.766
C 8.280 26.830 -11.123
O 7.334 26.642 -10.368
N 8.478 26.162 -12.270
C 7.528 25.176 -12.786
H 9.894 27.474 -9.932
H 8.919 28.839 -10.453
H 10.036 28.048 -11.572
H 9.101 26.658 -12.887
H 6.859 25.777 -13.408
H 7.008 24.734 -11.944
H 8.082 24.443 -13.368
C -0.134 17.179 -10.436
C 0.628 18.466 -10.212
O 0.444 19.404 -10.977
N 1.474 18.546 -9.166
C 2.277 19.740 -8.964
H -0.762 16.874 -9.601
H 0.566 16.361 -10.639
H -0.711 17.247 -11.354
H 1.422 17.947 -8.335
H 2.188 19.973 -7.901
H 1.790 20.577 -9.466
H 3.319 19.693 -9.277
C 5.514 18.083 -15.985
C 5.489 18.858 -17.271
O 5.987 18.471 -18.296
N 5.008 20.127 -17.116
C 5.163 21.109 -18.163
H 4.513 18.078 -15.547
H 6.322 18.450 -15.348
H 5.779 17.029 -16.094
H 4.264 20.236 -16.450
H 5.775 20.761 -18.984
H 5.619 22.026 -17.770
H 4.197 21.480 -18.515
C 7.259 15.747 -6.296
C 7.857 16.767 -7.243
O 8.669 16.428 -8.095
N 7.461 18.041 -7.121
C 8.020 19.063 -8.012
H 6.795 14.953 -6.873
H 6.541 16.250 -5.642
H 8.035 15.361 -5.637
H 6.874 18.367 -6.381
H 9.096 19.199 -7.971
H 7.614 20.009 -7.643
H 7.623 18.932 -9.014
C 4.720 20.716 -12.555
C 5.295 21.437 -11.356
C 5.920 20.346 -10.505
O 5.147 19.189 -10.781
C 4.504 19.266 -12.059
H 5.326 20.701 -13.457
H 3.740 21.129 -12.805
H 4.522 22.005 -10.837
H 6.004 22.173 -11.744
H 5.967 20.617 -9.450
H 6.969 20.178 -10.784
H 3.459 19.017 -11.872
H 4.969 18.578 -12.769
C 4.142 13.381 -12.809
C 4.712 14.791 -12.691
C 3.684 15.544 -11.860
O 3.059 14.535 -11.046
C 2.968 13.344 -11.836
H 4.896 12.618 -12.613
H 3.885 13.198 -13.856
H 4.730 15.354 -13.632
H 5.734 14.751 -12.323
H 2.894 16.061 -12.410
H 4.172 16.308 -11.248
H 2.021 13.271 -12.379
H 3.027 12.490 -11.162
C 9.151 21.119 -15.062
C 8.071 21.131 -13.970
C 8.777 21.730 -12.750
O 9.594 22.743 -13.328
C 9.933 22.387 -14.656
H 8.652 21.194 -16.024
H 9.748 20.215 -14.974
H 7.677 20.147 -13.711
H 7.228 21.788 -14.195
H 9.345 20.976 -12.198
H 8.068 22.232 -12.094
H 11.017 22.246 -14.763
H 9.792 23.241 -15.330
C 9.411 16.583 -12.383
C 8.318 16.051 -11.478
C 7.251 17.106 -11.399
O 7.655 18.099 -12.371
C 8.569 17.537 -13.284
H 9.959 15.830 -12.939
H 10.020 17.234 -11.756
H 8.646 15.736 -10.484
H 7.862 15.123 -11.852
H 7.150 17.611 -10.441
H 6.271 16.699 -11.655
H 9.251 18.282 -13.709
H 8.188 17.072 -14.206
*
```

## Properties
E (hartree): -2917.85487
Kohn-Sham gap (Ha): 0.339
LUMO (eV): 0.110
ΔE to the lowest compared entry with this formula, charge and spin (kJ/mol): 15.8
Molecular weight (g mol⁻¹): 873.19